# 1
{"formula": "C22H28N4O4S", "method": "ωB97M-V/def2-TZVPD", "energy_ha": -1773.39455, "smiles": "CCOC(=O)N1CCC(n2c(SCC(=O)N3CCCC3)nc3ccccc3c2=O)CC1", "spin_multiplicity": 1, "relative_energy_kcal_mol": 0.00, "charge": 0, "species": ["C", "C", "O", "C", "O", "N", "C", "C", "C", "N", "C", "S", "C", "C", "O", "N", "C", "C", "C", "C", "N", "C", "C", "C", "C", "C", "C", "C", "O", "C", "C", "H", "H", "H", "H", "H", "H", "H", "H", "H", "H", "H", "H", "H", "H", "H", "H", "H", "H", "H", "H", "H", "H", "H", "H", "H", "H", "H", "H"], "xyz": [[-8.40, -0.54, 0.59], [-7.69, 0.38, -0.40], [-6.30, 0.48, -0.11], [-5.53, -0.54, -0.58], [-5.96, -1.46, -1.24], [-4.24, -0.40, -0.23], [-3.71, 0.73, 0.50], [-2.57, 0.29, 1.41], [-1.46, -0.44, 0.64], [-0.18, 0.28, 0.63], [0.97, -0.35, 0.97], [0.91, -2.06, 1.41], [2.67, -2.42, 1.15], [3.03, -1.94, -0.26], [2.21, -1.90, -1.15], [4.32, -1.61, -0.44], [5.37, -1.56, 0.55], [6.61, -1.17, -0.25], [6.04, -0.33, -1.39], [4.75, -1.06, -1.72], [2.14, 0.18, 1.00], [2.28, 1.47, 0.59], [3.55, 2.08, 0.61], [3.69, 3.37, 0.18], [2.59, 4.10, -0.28], [1.34, 3.53, -0.29], [1.17, 2.21, 0.15], [-0.14, 1.59, 0.14], [-1.15, 2.14, -0.26], [-1.89, -0.77, -0.79], [-3.29, -1.37, -0.75], [-9.47, -0.55, 0.38], [-8.24, -0.21, 1.61], [-8.02, -1.55, 0.48], [-8.07, 1.40, -0.32], [-7.82, 0.01, -1.42], [-3.35, 1.50, -0.19], [-4.52, 1.15, 1.10], [-2.17, 1.17, 1.91], [-2.96, -0.37, 2.18], [-1.26, -1.39, 1.16], [2.76, -3.50, 1.22], [3.24, -1.92, 1.92], [5.14, -0.80, 1.31], [5.49, -2.53, 1.04], [7.09, -2.06, -0.66], [7.34, -0.63, 0.35], [5.81, 0.68, -1.04], [6.71, -0.26, -2.24], [4.93, -1.88, -2.43], [3.97, -0.42, -2.13], [4.39, 1.50, 0.97], [4.67, 3.84, 0.19], [2.73, 5.12, -0.62], [0.47, 4.07, -0.64], [-1.90, 0.14, -1.40], [-1.19, -1.48, -1.23], [-3.62, -1.68, -1.75], [-3.29, -2.27, -0.11]]}

# 2
{"formula": "C22H28N6O4PPt", "method": "ωB97M-V/def2-TZVPD", "energy_ha": -1945.24213, "spin_multiplicity": 3, "relative_energy_kcal_mol": 40.97, "charge": -1, "species": ["Pt", "C", "C", "O", "C", "C", "C", "N", "N", "C", "O", "C", "C", "C", "C", "C", "C", "H", "H", "H", "H", "H", "H", "H", "H", "H", "H", "H", "H", "O", "C", "C", "C", "C", "O", "N", "H", "H", "H", "H", "C", "N", "C", "N", "C", "N", "C", "P", "C", "C", "H", "H", "H", "H", "H", "H", "H", "H", "H", "H", "H", "H"], "xyz": [[1.13, -0.59, -0.09], [0.44, 3.73, -0.09], [1.18, 2.44, -0.29], [0.40, 1.41, -0.56], [2.59, 2.42, -0.30], [3.48, 1.34, -0.01], [4.84, 1.69, 0.47], [3.05, 0.02, 0.00], [4.08, -0.83, -0.15], [3.59, -2.10, -0.01], [2.31, -2.29, 0.13], [4.52, -3.27, 0.05], [3.95, -4.47, 0.51], [4.66, -5.69, 0.42], [5.95, -5.67, -0.08], [6.57, -4.44, -0.34], [5.87, -3.21, -0.30], [-0.02, 3.69, 0.92], [-0.42, 3.76, -0.79], [1.08, 4.54, -0.20], [3.08, 3.39, -0.53], [4.86, 2.81, 0.58], [5.50, 1.35, -0.33], [5.07, 1.15, 1.44], [2.93, -4.44, 0.92], [4.11, -6.61, 0.73], [6.47, -6.65, -0.13], [7.64, -4.44, -0.56], [6.36, -2.25, -0.48], [-2.48, 3.13, -2.21], [-3.28, 3.50, -1.37], [-3.48, 5.09, -1.15], [-3.93, 5.19, 0.30], [-4.35, 3.69, 0.58], [-4.93, 3.30, 1.60], [-3.99, 2.86, -0.48], [-4.36, 5.46, -1.76], [-2.61, 5.60, -1.56], [-4.84, 5.80, 0.40], [-3.14, 5.48, 1.06], [-4.17, -0.04, 0.00], [-3.61, -0.84, -1.10], [-3.64, -2.26, -0.90], [-3.03, -2.71, 0.36], [-3.61, -1.89, 1.42], [-3.48, -0.40, 1.21], [-2.13, 0.06, 1.42], [-1.16, -0.76, 0.07], [-2.24, -0.39, -1.38], [-1.57, -2.52, 0.36], [-5.23, -0.31, 0.06], [-4.08, 1.10, -0.14], [-3.17, -2.73, -1.79], [-4.71, -2.56, -0.79], [-3.25, -2.05, 2.42], [-4.70, -2.20, 1.47], [-1.79, -0.29, 2.39], [-2.00, 1.18, 1.30], [-1.90, -0.97, -2.19], [-2.20, 0.66, -1.56], [-1.17, -2.75, 1.34], [-1.07, -3.20, -0.35]]}

# 3
{"formula": "C22H29AgNOS", "method": "ωB97M-V/def2-TZVPD", "energy_ha": -1530.15960, "spin_multiplicity": 2, "charge": 2, "species": ["C", "O", "C", "C", "C", "C", "C", "C", "C", "C", "C", "C", "C", "C", "C", "C", "C", "S", "C", "C", "C", "C", "C", "C", "N", "H", "H", "H", "H", "H", "H", "H", "H", "H", "H", "H", "H", "H", "H", "H", "H", "H", "H", "H", "H", "H", "H", "H", "H", "H", "H", "H", "H", "H", "Ag"], "xyz": [[1.57, 4.65, 1.27], [0.54, 4.86, 0.32], [-0.50, 3.87, 0.47], [-0.34, 2.79, -0.63], [-1.59, 2.59, -1.53], [-2.86, 2.10, -0.77], [-2.58, 1.16, 0.43], [-2.23, -0.30, 0.04], [-2.80, -1.40, 0.99], [-2.62, -1.13, 2.51], [-1.46, -1.99, 3.17], [-0.23, -1.80, 2.29], [0.28, -0.46, 2.17], [1.37, -0.22, 1.36], [1.96, -1.31, 0.64], [1.44, -2.66, 0.82], [0.35, -2.91, 1.63], [2.31, -3.91, -0.12], [2.64, -3.01, -1.64], [2.59, -3.63, -2.88], [2.83, -2.88, -4.03], [3.11, -1.51, -3.90], [3.18, -0.89, -2.65], [2.95, -1.65, -1.48], [3.02, -1.04, -0.19], [1.21, 4.70, 2.32], [2.06, 3.67, 1.11], [2.33, 5.45, 1.16], [-0.43, 3.47, 1.50], [-1.45, 4.42, 0.38], [0.01, 1.82, -0.22], [0.48, 3.14, -1.30], [-1.37, 1.88, -2.34], [-1.84, 3.59, -1.94], [-3.57, 1.56, -1.43], [-3.40, 2.98, -0.38], [-3.52, 1.11, 1.02], [-1.81, 1.54, 1.14], [-1.14, -0.46, -0.14], [-2.70, -0.48, -0.95], [-2.30, -2.35, 0.70], [-3.87, -1.54, 0.75], [-3.58, -1.39, 2.99], [-2.42, -0.08, 2.78], [-1.80, -3.04, 3.11], [-1.27, -1.69, 4.22], [-0.18, 0.38, 2.70], [1.76, 0.80, 1.25], [-0.02, -3.93, 1.75], [2.36, -4.72, -2.96], [2.78, -3.31, -5.04], [3.27, -0.92, -4.82], [3.39, 0.18, -2.55], [3.24, -0.05, -0.24], [0.87, -6.05, -2.87]]}

# 4
{"formula": "C22H29AlCl3N2O4", "method": "ωB97M-V/def2-TZVPD", "energy_ha": -2889.07343, "spin_multiplicity": 1, "relative_energy_kcal_mol": 71.85, "charge": -1, "species": ["Al", "Cl", "N", "N", "C", "C", "C", "C", "C", "C", "H", "H", "H", "H", "H", "H", "C", "C", "C", "C", "H", "H", "H", "H", "H", "H", "O", "H", "H", "O", "H", "H", "C", "C", "C", "H", "H", "C", "C", "H", "C", "C", "C", "C", "H", "C", "H", "H", "H", "H", "H", "H", "H", "H", "Cl", "C", "Cl", "C", "O", "O", "H"], "xyz": [[-0.06, 0.06, 0.00], [-0.70, -0.61, 2.28], [0.05, -1.91, -0.45], [-0.35, 2.01, 0.45], [0.98, -2.77, 0.00], [0.55, 2.86, 0.98], [-1.00, -2.71, -1.13], [-0.69, -4.12, -0.63], [-0.79, -2.59, -2.63], [-2.36, -2.23, -0.72], [0.27, -2.53, -2.88], [-1.28, -1.69, -3.01], [-1.22, -3.47, -3.14], [-2.59, -2.51, 0.31], [-3.13, -2.64, -1.38], [-2.42, -1.14, -0.80], [-1.63, 2.77, 0.31], [-1.17, 4.21, 0.47], [-2.56, 2.34, 1.43], [-2.25, 2.50, -1.05], [-1.53, 2.69, -1.85], [-3.12, 3.15, -1.18], [-2.58, 1.47, -1.13], [-2.11, 2.50, 2.41], [-2.81, 1.29, 1.35], [-3.49, 2.92, 1.37], [0.13, 4.11, 1.12], [-1.82, 4.81, 1.11], [-1.02, 4.72, -0.48], [0.70, -4.05, -0.18], [-0.76, -4.89, -1.39], [-1.30, -4.40, 0.24], [2.23, -2.38, 0.67], [1.90, 2.51, 1.44], [2.52, 1.40, 0.64], [1.81, 2.22, 2.49], [2.50, 3.42, 1.41], [2.24, 0.08, 1.03], [2.69, -1.01, 0.27], [1.78, -0.10, 2.00], [3.43, -0.78, -0.88], [3.71, 0.53, -1.24], [3.83, -1.91, -1.78], [3.25, 1.63, -0.51], [4.26, 0.71, -2.15], [3.47, 3.01, -1.04], [4.14, 3.00, -1.90], [3.90, 3.69, -0.29], [2.52, 3.45, -1.37], [4.33, -2.72, -1.24], [4.52, -1.56, -2.56], [2.96, -2.34, -2.29], [2.97, -3.16, 0.45], [2.03, -2.42, 1.75], [-3.18, -2.92, 3.02], [-3.84, -1.29, 2.68], [-3.46, -0.19, 4.04], [-3.36, -0.73, 1.35], [-4.12, -0.41, 0.51], [-1.98, -0.54, 1.09], [-4.93, -1.36, 2.62]]}